1.
This record from the Open Molecules 2025 dataset describes a cluster of 5 separate species, C28H43FIN7O3PS in total in a non-equilibrium geometry. The level of theory is ωB97M-V/def2-TZVPD.

Each line ends with the Mulliken charge.
Positions of all 85 atoms, in Å:
C  -2.58607  1.95081  -3.72079  -1.250
C  -1.42339  1.87682  -2.71390  -0.366
C  -1.69313  1.02173  -1.47497  0.185
F  -2.04035  1.89246  -0.41121  -0.555
C  -0.55179  0.09871  -1.03097  1.463
C  -1.00323  -1.27060  -0.56215  -0.660
O  0.16542  -1.85909  -0.07152  0.146
P  1.11138  -0.68812  0.81623  -0.048
I  2.56385  -2.58184  2.05271  -0.377
C  -0.02093  -0.78917  2.34470  -1.100
N  -0.81445  -1.96573  2.63138  -0.583
C  2.48831  -0.68663  -0.48862  -1.421
C  2.79855  -1.91958  -1.34672  0.282
C  2.68822  -1.70649  -2.87302  -0.644
C  2.02552  -2.83553  -3.66796  -0.946
S  0.37506  -3.28161  -3.07955  -0.180
C  0.79327  -4.58857  -2.02549  0.633
N  1.88232  -5.27816  -1.92638  -0.165
N  1.65622  -6.20056  -0.90201  -0.614
C  0.46652  -5.97911  -0.48712  0.018
O  -0.15688  -4.98141  -1.14627  -0.247
O  0.19868  0.61157  0.02403  -0.582
H  -3.49441  1.49061  -3.32724  0.376
H  -2.81277  2.98228  -4.00027  0.303
H  -2.33563  1.42827  -4.64850  0.316
H  -1.18182  2.87958  -2.34911  0.382
H  -0.52257  1.51049  -3.20897  0.293
H  -2.59230  0.40957  -1.63514  0.273
H  0.09447  -0.07692  -1.91484  -0.993
H  -1.76630  -1.14830  0.22737  -0.266
H  -1.44628  -1.88852  -1.35212  0.517
H  1.84900  0.33915  1.53475  -0.031
H  -0.66284  0.09819  2.29751  0.421
H  0.67971  -0.63443  3.17233  0.473
H  -0.29191  -2.80050  2.39404  0.259
H  -1.68948  -1.96736  2.12999  0.300
H  3.36652  -0.45232  0.11981  0.470
H  2.32121  0.19185  -1.12709  0.467
H  3.83886  -2.19838  -1.15018  0.464
H  2.20569  -2.77251  -1.02403  -0.231
H  2.18078  -0.76440  -3.10768  0.304
H  3.70124  -1.61414  -3.28240  0.425
H  1.85475  -2.53163  -4.70556  0.496
H  2.64366  -3.73398  -3.69477  0.428
H  -0.06734  -6.48303  0.30368  0.412
N  -4.63586  1.87256  0.86152  0.221
C  -5.26352  2.94209  1.42852  -0.465
C  -6.41308  2.49565  2.02874  -0.619
C  -6.47559  1.09156  1.81315  -1.036
C  -5.36114  0.74184  1.08939  -0.227
H  -3.76606  1.91088  0.34784  0.348
H  -4.84016  3.92946  1.36212  0.394
H  -7.12481  3.10199  2.56364  0.412
H  -7.23869  0.41631  2.16448  0.671
H  -5.02591  -0.21498  0.72607  0.445
N  5.33678  1.94840  0.96572  0.167
C  4.18416  2.39905  0.39102  -0.624
C  4.51784  3.04836  -0.76620  -0.403
C  5.93613  2.99249  -0.88677  -0.636
C  6.41290  2.30127  0.19598  -0.443
H  5.37822  1.42750  1.82104  0.217
H  3.22850  2.19377  0.84473  0.468
H  3.82339  3.49991  -1.45453  0.454
H  6.53570  3.40125  -1.68325  0.385
H  7.41505  2.02912  0.48165  0.402
N  8.10481  0.48784  3.39892  0.038
C  8.21089  1.82795  3.65745  -0.513
C  9.54135  2.12501  3.78433  -0.393
C  10.26542  0.91601  3.59277  -0.396
C  9.35007  -0.07465  3.35715  -0.521
H  7.24597  -0.01431  3.26378  0.201
H  7.33691  2.45302  3.72592  0.392
H  9.95031  3.09998  3.98927  0.415
H  11.33457  0.78953  3.62385  0.391
H  9.47788  -1.12538  3.16317  0.387
N  -9.11070  0.44368  0.02563  0.076
C  -9.72121  -0.76817  -0.12402  -0.439
C  -11.06182  -0.54666  -0.30854  -0.487
C  -11.26392  0.85987  -0.26947  -0.514
C  -10.03863  1.43987  -0.06236  -0.386
H  -8.12543  0.58706  0.18409  0.269
H  -9.15526  -1.68318  -0.08644  0.354
H  -11.81180  -1.30613  -0.45390  0.386
H  -12.19864  1.38397  -0.37931  0.382
H  -9.74998  2.47272  0.03090  0.377

Values from the calculation:
Total charge: -1
Maximum force in eV/Å: 1.65
Frontier orbital gap in eV: 7.07
Calculated total energy in Eh: -2838.860687



2.
This record from the Open Molecules 2025 dataset describes a cluster of 2 separate species, C6H7N in total in a non-equilibrium geometry. The level of theory is ωB97M-V/def2-TZVPD.

Each line ends with the natural charge from an NBO analysis.
Positions of all 14 atoms, in Å:
C  1.67842  0.31095  -0.62562  0.212
C  -1.42890  1.40500  0.22442  -0.126
C  -0.85764  0.93786  -0.93774  -0.200
C  -0.21368  1.12967  1.04339  -0.446
C  0.35722  0.50867  -0.24425  -0.044
C  0.27528  -2.18218  -0.00799  -0.460
N  2.70432  0.10251  -1.17259  -0.299
H  -2.36112  1.82590  0.34569  0.207
H  -1.12569  0.88575  -1.94695  0.219
H  0.37433  1.95764  1.43963  0.224
H  -0.31388  0.43089  1.91063  0.217
H  -0.72189  -2.45716  0.19101  0.167
H  0.97295  -2.21518  0.69102  0.156
H  0.66030  -2.64030  -0.91065  0.172

Values from the calculation:
ΔE to the lowest compared entry with this formula, charge and spin in kcal/mol: 133.5
Maximum force in eV/Å: 4.43
Frontier orbital gap (spin up / spin down) in eV: 8.36 / 8.14
Calculated total energy in Eh: -287.374493



3.
This record from the Open Molecules 2025 dataset describes a structure of composition C34H29Cl5N5O2S3TeV. The level of theory is ωB97M-V/def2-TZVPD.

Each line ends with the Löwdin spin population.
Positions of all 80 atoms, in Å:
V  -0.16976  -0.68209  -0.71967  0.857
S  -1.50120  -1.51883  0.95313  0.018
C  -0.87194  -0.58018  2.24718  0.037
N  -0.78596  -1.08942  3.54819  0.016
C  0.27794  -0.53273  4.35516  0.001
C  0.16546  0.97807  4.35287  0.001
N  0.14714  1.47733  2.99761  0.019
C  0.82625  2.73665  2.76238  0.001
C  2.32989  2.57904  2.79901  0.001
C  2.96443  1.83820  1.80287  0.000
C  4.33133  1.62654  1.85191  0.000
C  5.08336  2.15709  2.89401  0.000
C  4.46127  2.89803  3.88677  0.000
C  3.08713  3.10443  3.83836  0.000
C  -0.39114  0.69965  1.98551  0.041
S  -0.45458  1.32975  0.38175  0.010
C  -1.17928  -2.45046  3.86375  0.001
C  -0.02989  -3.44012  3.85621  0.001
C  0.52997  -3.86441  5.05668  0.000
C  1.61550  -4.72979  5.07361  0.000
C  2.15789  -5.17844  3.87907  0.000
C  1.60512  -4.76274  2.67521  0.000
C  0.51614  -3.90514  2.66153  0.000
H  1.27046  -0.82527  3.98225  0.000
H  0.17686  -0.90980  5.37500  0.000
H  1.03363  1.40122  4.86505  0.000
H  -0.73781  1.28283  4.89840  0.001
H  0.50714  3.46270  3.51820  0.000
H  0.51613  3.11841  1.79268  -0.001
H  2.38539  1.41023  0.99007  0.000
H  4.80102  1.03202  1.07925  0.000
H  6.15155  1.98387  2.93468  0.000
H  5.04132  3.30928  4.70411  0.000
H  2.59815  3.68228  4.61644  0.000
H  -1.95028  -2.75213  3.15763  0.000
H  -1.62895  -2.44893  4.86277  0.000
H  0.10969  -3.51033  5.99269  0.000
H  2.04110  -5.04567  6.01826  0.000
H  3.01352  -5.84196  3.88453  0.000
H  2.03071  -5.09571  1.73711  0.000
H  0.10770  -3.56902  1.71738  0.000
Cl  -3.71495  -0.02192  -1.30731  0.002
C  -3.09388  -1.54822  -1.88233  0.002
C  -1.74747  -1.85547  -1.71813  -0.014
C  -1.35126  -3.08804  -2.22439  0.002
Cl  0.33280  -3.48997  -2.08734  -0.001
C  -2.21604  -3.98943  -2.83519  -0.001
Cl  -1.64713  -5.50989  -3.42006  -0.001
C  -3.55644  -3.64428  -2.97915  0.004
Cl  -4.65825  -4.73438  -3.73993  0.001
C  -3.99634  -2.41168  -2.50706  -0.001
Cl  -5.65692  -1.96999  -2.71396  -0.001
O  3.23772  -1.61411  1.80651  0.006
C  2.27213  -1.54657  1.11405  0.005
N  1.29165  -1.51708  0.44309  0.000
Te  2.29210  -0.19206  -1.91680  -0.019
C  2.05059  1.22546  -3.47037  -0.002
C  1.65587  2.53490  -3.38665  -0.001
C  1.66360  3.21931  -4.63592  0.000
C  2.05599  2.41994  -5.66755  -0.001
S  2.41411  0.84063  -5.10600  -0.001
H  1.41282  2.99562  -2.43742  0.000
H  1.40361  4.26310  -4.75900  0.000
H  2.16088  2.68273  -6.70828  0.000
N  -0.81673  0.48659  -2.35702  -0.001
C  -1.35036  1.14912  -3.13195  0.008
N  -2.09125  1.82641  -3.97777  0.006
C  -1.74165  3.16925  -4.42987  0.000
C  -3.03100  3.95383  -4.59030  0.000
O  -3.93332  3.28423  -5.45509  0.000
C  -4.29889  2.01747  -4.92852  0.000
C  -3.08652  1.11839  -4.78415  0.001
H  -1.20550  3.11350  -5.38217  0.000
H  -1.09065  3.63355  -3.69170  0.000
H  -2.83002  4.92699  -5.03652  0.000
H  -3.49739  4.09878  -3.60724  0.000
H  -5.01464  1.58156  -5.62383  0.000
H  -4.77832  2.14110  -3.94961  0.000
H  -2.66664  0.88412  -5.76821  0.000
H  -3.35475  0.19205  -4.27649  0.000

Values from the calculation:
Spin multiplicity: 2
ΔE to the lowest compared entry with this formula, charge and spin in kcal/mol: 0.0
Total charge: -1
Maximum force in eV/Å: 0.46
Frontier orbital gap (spin up / spin down) in eV: 5.88 / 5.65
Calculated total energy in Eh: -6444.934894



4.
This record from the Open Molecules 2025 dataset describes a structure of composition C28H41GeIN8OTeW. The level of theory is ωB97M-V/def2-TZVPD.

Each line ends with the Mulliken charge.
Positions of all 82 atoms, in Å:
W  0.47634  -0.53690  -0.21238  0.723
C  5.97062  0.47796  -1.14297  -1.335
N  4.74250  -0.30395  -1.26138  0.381
C  4.84401  -1.48141  -2.13013  -1.200
C  3.59588  0.08512  -0.71959  0.056
N  2.58325  -0.69437  -0.46285  0.252
N  3.52077  1.43854  -0.39234  0.135
C  2.41811  2.07686  0.06774  0.269
N  2.59112  3.37557  0.36661  -0.402
N  1.25220  1.49181  0.17521  -0.255
H  6.80978  -0.20589  -1.23957  0.365
H  6.05313  0.93740  -0.15853  0.500
H  6.05283  1.23147  -1.93206  0.371
H  5.27894  -1.15670  -3.07765  0.416
H  3.86551  -1.91468  -2.30803  0.338
H  5.46392  -2.24195  -1.66189  0.345
H  2.89302  -1.69005  -0.40032  -0.748
H  4.30433  2.01300  -0.65999  0.384
H  3.50679  3.78749  0.43001  0.195
H  1.82000  3.93779  0.68243  0.199
H  0.58691  2.13989  0.57594  -0.188
C  1.86314  -1.79428  3.92424  -0.796
C  0.84284  -1.36697  4.75197  -0.962
C  -0.18143  -0.58633  4.22497  -0.901
C  -0.14556  -0.25985  2.88280  0.531
N  0.84531  -0.69000  2.07903  0.552
C  1.82798  -1.44177  2.58353  0.073
C  -1.15170  0.59342  2.21503  0.452
C  -2.10027  1.32731  2.91249  -0.592
C  -2.94861  2.18422  2.23566  -1.403
C  -2.79797  2.32607  0.86343  -0.836
C  -1.84670  1.56475  0.22472  -0.653
N  -1.06187  0.67822  0.86698  1.431
H  2.67433  -2.41152  4.28406  0.562
H  0.83098  -1.63692  5.79945  0.494
H  -0.98862  -0.25570  4.86168  0.478
H  2.59018  -1.80227  1.89619  -0.060
H  -2.15394  1.24833  3.98781  0.553
H  -3.69745  2.74970  2.77319  0.485
H  -3.41082  3.00615  0.29020  0.588
H  -1.67443  1.65097  -0.83488  0.225
C  2.12835  1.70108  -3.54633  -1.197
Ge  0.20369  1.49319  -3.27660  0.947
C  -0.54706  3.15698  -2.58178  -1.194
C  -0.72359  0.94650  -4.89246  -1.296
C  0.11852  -0.01460  -1.98546  -0.404
H  2.30423  2.19086  -4.50444  0.531
H  2.63638  0.73603  -3.55993  0.252
H  2.56169  2.32504  -2.76523  0.270
H  -0.30856  3.93619  -3.30792  0.495
H  -0.11642  3.45328  -1.62469  0.264
H  -1.63342  3.12694  -2.49425  0.382
H  -0.64384  1.72713  -5.64894  0.397
H  -1.78175  0.76956  -4.69964  0.386
H  -0.28850  0.03401  -5.29960  0.420
H  0.09676  -0.94446  -2.58325  0.711
C  -3.17759  -1.96030  1.35069  -0.850
Te  -2.10245  -2.03193  -0.47371  0.472
C  -3.53836  -0.64351  -1.20490  -1.037
C  -4.41476  -0.26393  -0.03413  0.688
C  -5.39765  0.71333  -0.17107  -0.803
C  -6.18553  1.07272  0.91042  -0.596
C  -6.00633  0.44123  2.14029  -0.795
C  -5.04184  -0.54370  2.27588  -0.690
C  -4.23766  -0.89763  1.19464  0.466
H  -2.48920  -1.73636  2.16628  0.236
H  -3.58916  -2.95055  1.54669  0.755
H  -4.10501  -1.14114  -1.99310  0.670
H  -3.05212  0.21454  -1.67141  0.211
H  -5.54992  1.19044  -1.13247  0.529
H  -6.95083  1.82840  0.79435  0.456
H  -6.63320  0.70330  2.98205  0.465
H  -4.91837  -1.05086  3.22591  0.525
N  0.86547  -4.58679  -0.65574  -0.403
C  0.45397  -3.60208  0.19830  0.860
O  0.82488  -2.37573  -0.26930  -0.474
C  -0.29667  -3.73345  1.30238  -1.108
I  4.10482  -3.56410  0.59783  -0.471
H  1.82376  -4.44343  -0.96603  0.223
H  0.75111  -5.52067  -0.28728  0.285
H  -0.54914  -4.72031  1.65997  0.355
H  -0.54008  -2.88575  1.92316  0.047

Values from the calculation:
ΔE to the lowest compared entry with this formula, charge and spin in kcal/mol: 24.2
Total charge: +2
Maximum force in eV/Å: 0.32
Frontier orbital gap in eV: 5.28
Calculated total energy in Eh: -4314.139317



5.
This record from the Open Molecules 2025 dataset describes a structure of composition C29H28BrClN2OS3Zn. The level of theory is ωB97M-V/def2-TZVPD.

Each line ends with the natural charge from an NBO analysis.
Positions of all 66 atoms, in Å:
Zn  0.99101  1.54730  -0.20560  1.663
Br  4.17665  -3.60521  3.76312  0.025
C  3.51597  -2.33350  2.51515  -0.132
C  4.09865  -2.31799  1.19272  -0.264
C  3.57876  -1.52153  0.25880  -0.172
C  2.32129  -0.71101  0.46092  0.283
O  2.44102  0.44717  -0.32784  -1.040
C  2.03912  -0.49031  1.95613  -0.160
C  1.20679  0.46825  2.44373  0.065
N  0.61684  1.42611  1.68406  -0.842
C  -0.15788  2.43781  2.14178  0.182
C  -0.76876  2.53581  3.38861  -0.284
C  -1.57390  3.62909  3.71892  -0.154
C  -1.78659  4.66391  2.84075  -0.270
C  -1.16276  4.63790  1.57996  -0.090
C  -1.27984  5.68229  0.63886  -0.096
C  -0.59803  5.62181  -0.54793  -0.283
C  0.18216  4.49447  -0.82308  0.050
N  0.28069  3.48060  0.01367  -0.611
C  -0.35360  3.52853  1.21788  0.209
C  2.59340  -1.43515  2.88954  -0.193
H  4.97318  -2.92692  1.00287  0.223
H  4.02394  -1.43010  -0.72482  0.213
H  1.03233  0.47842  3.51944  0.174
H  -0.63080  1.74252  4.11039  0.217
H  -2.04389  3.65356  4.69419  0.216
H  -2.41161  5.50576  3.10970  0.213
H  -1.90275  6.53560  0.87871  0.220
H  -0.65192  6.42368  -1.27086  0.230
H  0.74306  4.41567  -1.74723  0.211
H  2.25493  -1.39459  3.91836  0.217
C  -0.61955  -1.32310  -3.46722  -0.543
C  -0.39547  0.05373  -4.09060  -0.524
S  -0.02789  1.47417  -2.98869  0.167
C  -1.64518  2.29674  -2.81856  -0.532
C  -2.71043  1.53035  -2.05395  -0.557
S  -2.11329  0.87286  -0.45822  0.161
C  -2.94364  -0.75458  -0.42361  -0.526
C  -2.30330  -1.89696  -1.20406  -0.537
S  -2.33286  -1.77139  -3.02920  0.168
H  -0.01210  -1.44852  -2.57930  0.239
H  -0.31172  -2.07790  -4.19134  0.229
H  -1.22853  0.35055  -4.72847  0.226
H  0.50085  -0.00223  -4.70933  0.234
H  -2.00540  2.52436  -3.82267  0.227
H  -1.41148  3.23520  -2.32122  0.228
H  -3.04550  0.67994  -2.63426  0.242
H  -3.55895  2.18732  -1.85334  0.224
H  -3.97696  -0.59541  -0.73234  0.220
H  -2.93945  -1.02184  0.63460  0.246
H  -2.86303  -2.80730  -0.98294  0.233
H  -1.27129  -2.06154  -0.90281  0.241
Cl  -0.89936  -2.64387  1.99151  -0.024
C  0.13345  -3.61230  0.98136  0.071
C  0.02436  -4.99101  1.08707  -0.260
C  0.77017  -5.80676  0.25451  -0.202
C  1.62088  -5.23724  -0.68063  -0.213
C  1.71591  -3.86065  -0.77687  -0.182
C  0.98462  -3.00894  0.05320  -0.096
C  1.09293  -1.52661  -0.14673  -0.492
H  -0.64781  -5.42068  1.81743  0.225
H  0.67155  -6.88203  0.32364  0.217
H  2.21031  -5.86531  -1.33638  0.215
H  2.38713  -3.42076  -1.50487  0.216
H  0.18974  -1.02712  0.21415  0.224
H  1.21384  -1.33112  -1.21074  0.215

Values from the calculation:
ΔE to the lowest compared entry with this formula, charge and spin in kcal/mol: 26.4
Maximum force in eV/Å: 0.65
Frontier orbital gap in eV: 5.72
Calculated total energy in Eh: -7314.746381



> Among the records above, which one has the highest maximum force?

C6H7N